Computed, not measured: a molecular structure, C27H45CoI2N8PS4Si2Te at a distorted geometry, with the ωB97M-V functional and the def2-TZVPD basis.

Its LUMO energy (spin up / spin down) is -0.7 / -1.1 eV. Its spin multiplicity is 4. As for the net charge: 0. The value obtained for the relative energy (zero: lowest compared OMol25 entry of this formula, charge and spin) is 1.809 eV. For the molar mass, the calculation gives 1137.468 g/mol. As for the expectation value of S²: 3.764. The value obtained for the HOMO energy (spin up / spin down) is -7.5 / -7.5 eV.

Geometry (Å):
1 Co 0.5383 -0.5285 -0.9174
2 I -0.7619 -0.5620 1.3314
3 C 0.5912 -0.8199 3.0146
4 I 2.6674 -0.5201 2.6258
5 H 0.4545 -1.8467 3.3360
6 H 0.2817 -0.1211 3.7835
7 C -6.6806 1.7550 -2.1287
8 Si -5.6254 0.5354 -1.1093
9 C -4.5157 1.5224 0.0959
10 C -6.7316 -0.6939 -0.1699
11 C -4.5357 -0.4105 -2.3629
12 Te -2.7313 -1.3491 -1.5496
13 C -3.5599 -3.3485 -1.4902
14 Si -3.1558 -4.3300 -3.0941
15 C -4.5019 -5.6651 -3.3090
16 C -3.0927 -3.1402 -4.5866
17 C -1.4624 -5.1759 -2.9229
18 H -7.3860 2.2889 -1.5008
19 H -7.2488 1.2385 -2.8954
20 H -6.0591 2.4923 -2.6272
21 H -5.0698 1.8256 0.9773
22 H -4.1296 2.4273 -0.3655
23 H -3.6799 0.9139 0.4393
24 H -7.3961 -0.1856 0.5207
25 H -6.1455 -1.4045 0.4023
26 H -7.3533 -1.2601 -0.8555
27 H -4.2028 0.2658 -3.1461
28 H -5.1014 -1.2013 -2.8428
29 H -4.6252 -3.2634 -1.3000
30 H -3.1049 -3.8324 -0.6312
31 H -5.4951 -5.2446 -3.4250
32 H -4.5205 -6.3294 -2.4507
33 H -4.2969 -6.2725 -4.1842
34 H -4.0551 -2.6875 -4.8043
35 H -2.7586 -3.6517 -5.4835
36 H -2.3885 -2.3339 -4.3859
37 H -1.3536 -5.6751 -1.9651
38 H -0.6545 -4.4570 -3.0042
39 H -1.3113 -5.9193 -3.6990
40 S 5.3736 3.8280 -4.3299
41 C 4.5786 2.6006 -3.5840
42 S 4.3169 2.5537 -1.8488
43 C 3.2654 1.1400 -2.1047
44 N 3.1906 0.7803 -3.3353
45 N 3.9317 1.5514 -4.1550
46 C 3.8986 1.2757 -5.5369
47 C 4.9842 1.5398 -6.3645
48 C 4.8729 1.3099 -7.7239
49 C 3.7026 0.8025 -8.2615
50 C 2.6447 0.4902 -7.4259
51 C 2.7399 0.7232 -6.0695
52 S 2.5656 0.4248 -0.7465
53 H 5.9029 1.9220 -5.9517
54 H 5.7158 1.5317 -8.3600
55 H 3.6258 0.6399 -9.3249
56 H 1.7380 0.0702 -7.8306
57 H 1.9192 0.4776 -5.4197
58 C -1.0055 5.3567 2.1195
59 N -1.1979 4.4862 0.9681
60 C -0.2342 4.8425 -0.0669
61 N 1.1422 4.8229 0.3888
62 C 1.2672 5.7014 1.5389
63 N 0.3573 5.3523 2.6193
64 C 0.7087 4.0840 3.2215
65 P 0.6235 2.6141 2.0432
66 C -1.0653 3.0992 1.3487
67 C 1.5968 3.4842 0.6834
68 H -1.6795 5.0349 2.9182
69 H -1.2693 6.3784 1.8310
70 H -0.4676 5.8575 -0.4049
71 H -0.3397 4.1507 -0.9101
72 H 1.0406 6.7225 1.2141
73 H 2.2956 5.6664 1.9103
74 H 0.0445 3.9037 4.0755
75 H 1.7331 4.1488 3.6057
76 H -1.8397 2.8537 2.0858
77 H -1.2400 2.4873 0.4600
78 H 1.5324 2.8833 -0.2292
79 H 2.6494 3.5175 0.9851
80 S 0.4865 -2.6633 -1.5609
81 C 1.9572 -3.3236 -1.8995
82 N 2.9345 -3.8710 -2.1710
83 N -1.4775 1.6056 -1.9669
84 C -1.7347 2.3810 -3.0340
85 C -0.8080 2.0580 -3.9975
86 C -0.0173 1.0623 -3.4165
87 N -0.4287 0.8037 -2.1858
88 H -1.9868 1.5620 -1.0935
89 H -2.5458 3.0813 -3.0436
90 H -0.7215 2.4714 -4.9813
91 H 0.8199 0.5246 -3.8150

***

Computed, not measured: a molecular structure, C27H45N3O3PS2W at a distorted geometry, with the ωB97M-V functional and the def2-TZVPD basis.

Its LUMO energy is -10.1 eV. As for the net charge: +3. The value obtained for the relative energy (zero: lowest compared OMol25 entry of this formula, charge and spin) is 0.990 eV. For the molar mass, the calculation gives 738.623 g/mol. The value obtained for the HOMO energy is -16.4 eV.

Geometry (Å):
1 W -1.2413 -0.9881 -0.3062
2 N -3.3938 0.0969 -0.7457
3 N -4.5464 -0.7109 -0.7089
4 C -4.4582 -2.0182 -0.4162
5 N -5.5420 -2.7611 -0.4343
6 S -2.9640 -2.7449 0.0044
7 H -3.5672 0.9323 -0.1826
8 H -3.2506 0.4154 -1.7028
9 H -5.4081 -0.3051 -1.0524
10 H -6.4588 -2.3920 -0.6492
11 H -5.4841 -3.7504 -0.2353
12 C -1.4240 -1.0663 4.3090
13 C -1.3599 -1.6950 2.9417
14 O -1.5898 -0.6564 1.8977
15 H -1.2880 -1.8417 5.0620
16 H -2.3954 -0.6055 4.4939
17 H -0.6336 -0.3296 4.4529
18 H -2.1340 -2.4435 2.7942
19 H -0.3834 -2.1237 2.7209
20 H -1.7215 0.1847 2.3565
21 C -1.7846 2.2896 -2.5338
22 C -0.4247 2.4484 -1.8377
23 C 0.6869 1.8288 -2.6963
24 C -0.1847 3.9636 -1.7580
25 P -0.4802 1.6035 -0.1331
26 C -1.6112 2.5890 0.9223
27 C -1.2296 3.9077 1.1959
28 C -2.0000 4.7297 2.0008
29 C -3.1779 4.2600 2.5602
30 C -3.5677 2.9515 2.3193
31 C -2.7947 2.1295 1.5142
32 C 1.2245 1.6116 0.7175
33 C 2.0445 2.8758 0.4275
34 C 2.0386 0.4092 0.2309
35 C 1.0249 1.5013 2.2331
36 H -1.8037 2.9543 -3.3982
37 H -2.6159 2.5963 -1.8923
38 H -1.9318 1.2852 -2.9327
39 H 1.6597 2.2553 -2.4634
40 H 0.4812 2.0536 -3.7439
41 H 0.7682 0.7445 -2.6068
42 H -0.0775 4.3101 -2.7872
43 H 0.7252 4.2431 -1.2348
44 H -1.0355 4.4911 -1.3318
45 H -0.3156 4.3099 0.7958
46 H -1.6718 5.7418 2.1936
47 H -3.7813 4.9039 3.1842
48 H -4.4752 2.5662 2.7626
49 H -3.1450 1.1044 1.3881
50 H 2.3225 2.9697 -0.6188
51 H 2.9700 2.7824 0.9976
52 H 1.5706 3.7920 0.7642
53 H 2.0685 0.3143 -0.8569
54 H 1.6764 -0.5201 0.6663
55 H 3.0683 0.5400 0.5674
56 H 0.6148 2.4077 2.6705
57 H 2.0011 1.3241 2.6863
58 H 0.3893 0.6580 2.5068
59 C 6.0378 -2.3474 -2.0107
60 C 4.6452 -2.6586 -1.5780
61 C 3.7383 -3.2215 -2.4756
62 C 2.4436 -3.5515 -2.1130
63 C 1.5565 -4.2122 -3.1216
64 C 2.0585 -3.2636 -0.7763
65 C 2.9686 -2.7452 0.1756
66 C 2.6692 -2.7311 1.6464
67 C 4.2447 -2.4479 -0.2538
68 C 0.6936 -3.5289 -0.4512
69 O -0.1604 -4.3110 -0.5854
70 O 0.0285 -2.0709 0.2987
71 H 6.0541 -1.9390 -3.0203
72 H 6.6312 -3.2648 -2.0232
73 H 6.5224 -1.6478 -1.3334
74 H 4.0573 -3.4225 -3.4907
75 H 1.8364 -3.9025 -4.1259
76 H 0.4952 -4.0141 -2.9785
77 H 1.6875 -5.2950 -3.0620
78 H 1.6100 -2.6333 1.8805
79 H 3.2167 -1.9376 2.1518
80 H 3.0038 -3.6779 2.0764
81 H 4.9712 -2.0898 0.4653
82 S -0.9925 -1.2102 -2.3747

***

Computed, not measured: a molecular structure, C27H46AlCl36F13N at a distorted geometry, with the ωB97M-V functional and the def2-TZVPD basis.

Its LUMO energy is 1.4 eV. As for the net charge: -1. For the molar mass, the calculation gives 1934.936 g/mol. The value obtained for the HOMO energy is -3.8 eV.

Geometry (Å):
1 N -0.1507 -6.5748 -1.4589
2 C 1.0307 -5.7091 -1.7587
3 Al 0.5889 -3.7030 -1.9330
4 C 2.2138 -2.7086 -1.1879
5 C 2.1796 -1.1722 -1.2834
6 C 1.6435 -0.4758 -0.0505
7 F 2.1860 -1.0396 1.0602
8 F 0.3000 -0.5668 -0.0071
9 C 2.1111 1.0211 -0.0361
10 F 2.2924 1.4759 -1.2996
11 F 3.3221 1.0810 0.5649
12 C 1.1553 2.0436 0.6294
13 F -0.0523 2.0599 0.0335
14 F 1.7019 3.2796 0.4238
15 C 1.0021 1.9152 2.1572
16 F 0.7221 0.6459 2.5158
17 F 2.1770 2.2389 2.7476
18 C -0.1015 2.8089 2.7779
19 F -1.2916 2.1981 2.6289
20 F -0.1871 4.0158 2.2021
21 C 0.0894 3.0410 4.3022
22 F 0.3722 1.9044 4.9419
23 F -1.0638 3.5228 4.7972
24 F 1.0463 3.9380 4.5447
25 H -0.8999 -6.3690 -2.0952
26 H -0.4197 -6.3958 -0.5081
27 H 1.6076 -6.0975 -2.5998
28 H 1.7000 -5.7772 -0.8943
29 H 0.5181 -3.3479 -3.5189
30 H -0.7646 -3.3623 -1.1221
31 H 3.0562 -3.0246 -1.8043
32 H 2.4248 -3.0760 -0.1839
33 H 1.5587 -0.8743 -2.1284
34 H 3.1859 -0.8129 -1.4956
35 C 3.9401 3.8165 -3.4225
36 Cl 5.4363 4.6813 -3.8244
37 Cl 3.3691 2.8323 -4.7679
38 H 4.1324 3.1682 -2.5759
39 H 3.1783 4.5451 -3.1742
40 C -2.8253 2.4844 7.3864
41 Cl -1.4005 2.1207 8.3677
42 Cl -4.1043 3.2564 8.3457
43 H -2.5395 3.1628 6.5951
44 H -3.2050 1.5545 6.9727
45 C 6.4104 6.2795 -7.2479
46 Cl 7.9025 7.1214 -7.6960
47 Cl 5.7807 5.3030 -8.5772
48 H 6.6188 5.6263 -6.4092
49 H 5.6666 7.0193 -6.9751
50 C -3.9227 -1.4651 7.0505
51 Cl -3.2875 -0.4595 5.7409
52 Cl -5.4943 -0.8883 7.6173
53 H -4.0324 -2.4781 6.6836
54 H -3.2238 -1.4341 7.8780
55 C 7.9579 7.2267 -3.6243
56 Cl 7.1123 8.5292 -4.4666
57 Cl 9.6656 7.1489 -4.0850
58 H 7.8930 7.4038 -2.5578
59 H 7.4869 6.2860 -3.8762
60 C -2.9850 6.4280 6.9643
61 Cl -1.5437 7.3863 6.6058
62 Cl -3.4625 5.4185 5.5931
63 H -2.7736 5.7838 7.8096
64 H -3.8013 7.1005 7.1977
65 C -2.7147 -3.0122 -3.8389
66 Cl -2.4138 -4.7317 -3.6081
67 Cl -3.8114 -2.3291 -2.6097
68 H -1.7690 -2.4832 -3.7877
69 H -3.1648 -2.8804 -4.8177
70 C 4.9926 11.0625 -6.4383
71 Cl 4.9959 11.3893 -8.1741
72 Cl 3.8123 9.8207 -6.0013
73 H 5.9785 10.7184 -6.1528
74 H 4.7423 11.9766 -5.9135
75 C -4.5953 -6.2720 -0.3109
76 Cl -5.0864 -4.8869 -1.3005
77 Cl -2.9407 -6.7147 -0.7294
78 H -4.6268 -5.9849 0.7339
79 H -5.2597 -7.1058 -0.4970
80 C 1.0983 1.0849 -7.1223
81 Cl 0.5248 0.6196 -8.7338
82 Cl 0.8711 -0.2008 -5.9397
83 H 2.1550 1.3164 -7.1894
84 H 0.5416 1.9570 -6.8005
85 C -3.3608 -10.7980 -0.8455
86 Cl -2.5768 -9.9299 -2.1675
87 Cl -4.8723 -10.0304 -0.3256
88 H -3.5929 -11.7970 -1.1793
89 H -2.6826 -10.8270 -0.0043
90 C -4.9905 4.4003 11.6923
91 Cl -6.5264 3.8188 12.3509
92 Cl -4.8524 6.1592 11.7956
93 H -4.1807 3.9537 12.2558
94 H -4.9331 4.1086 10.6524
95 C -8.5533 0.4615 11.5846
96 Cl -7.5922 -0.9993 11.8403
97 Cl -9.8268 0.6348 12.7996
98 H -7.8982 1.3209 11.6491
99 H -9.0141 0.4057 10.6060
100 C 1.0836 -1.9859 4.2097
101 Cl 1.8280 -2.5096 5.7337
102 Cl 1.1669 -3.2241 2.9633
103 H 0.0424 -1.7533 4.4006
104 H 1.6078 -1.1065 3.8568
105 C -3.5790 -10.8932 -5.5677
106 Cl -3.1331 -9.2809 -6.1256
107 Cl -3.2200 -12.1410 -6.7753
108 H -3.0212 -11.1124 -4.6660
109 H -4.6432 -10.9070 -5.3658
110 C -2.3652 -14.2931 0.9255
111 Cl -1.6128 -13.3956 -0.3971
112 Cl -3.8746 -13.5390 1.4568
113 H -2.5814 -15.2976 0.5829
114 H -1.6767 -14.3173 1.7613
115 C 10.0848 10.4363 -5.9868
116 Cl 10.8487 11.3422 -7.2984
117 Cl 8.5964 11.2076 -5.4285
118 H 9.8401 9.4421 -6.3437
119 H 10.7748 10.3798 -5.1540
120 C -2.6609 -0.3833 -7.0703
121 Cl -2.2663 0.2536 -5.4701
122 Cl -2.9054 -2.1339 -7.0458
123 H -3.5739 0.0872 -7.4145
124 H -1.8412 -0.1619 -7.7435

***

Computed, not measured: a molecular structure, C27H46BrNOP2PbS at a distorted geometry, with the ωB97M-V functional and the def2-TZVPD basis.

Its LUMO energy (spin up / spin down) is -7.5 / -7.8 eV. As for the net charge: +2. The value obtained for the relative energy (zero: lowest compared OMol25 entry of this formula, charge and spin) is 4.134 eV. For the molar mass, the calculation gives 781.790 g/mol. The value obtained for the HOMO energy (spin up / spin down) is -11.8 / -11.7 eV.

Geometry (Å):
1 N -2.4218 -8.2212 1.0640
2 C -2.1395 -7.8436 2.3125
3 C -1.8902 -6.5129 2.6723
4 C -1.9579 -5.5017 1.6762
5 C -2.2984 -5.9357 0.3634
6 C -2.5094 -7.2980 0.1089
7 C -1.6015 -4.1019 1.9188
8 Pb -1.9243 -1.8193 3.0731
9 P -2.2588 4.6657 -0.0566
10 C -2.1433 -3.0138 1.1236
11 C -1.2266 -2.1665 0.3381
12 C -1.6225 -1.3532 -0.7587
13 C -0.7327 -0.5342 -1.4125
14 C 0.6330 -0.3756 -0.9621
15 C 1.0202 -1.2423 0.1219
16 C 0.1333 -2.0993 0.7179
17 Br 0.3473 1.6915 0.2334
18 H -0.6511 -4.0003 2.4921
19 H -3.2104 -3.0339 0.8533
20 H -1.6674 -6.2682 3.7089
21 H -2.3582 -5.2262 -0.4662
22 H -2.1006 -8.6390 3.0598
23 H -2.7435 -7.6355 -0.9068
24 H -2.6653 -1.4345 -1.0975
25 H 0.5303 -2.7772 1.4809
26 H -1.0807 0.1325 -2.2045
27 H 2.0145 -1.1337 0.5656
28 P 2.0366 -0.0318 -2.0962
29 C -2.5942 3.5447 1.3445
30 C -3.9751 3.8947 1.9130
31 H -1.7979 3.6914 2.0855
32 H -2.5290 2.5144 0.9736
33 H -4.1401 3.3597 2.8498
34 H -4.0566 4.9688 2.1189
35 H -4.7749 3.6124 1.2200
36 C -2.3349 3.5830 -1.5239
37 C -2.3376 4.4035 -2.8170
38 H -3.2682 3.0121 -1.4297
39 H -1.4822 2.8911 -1.4446
40 H -2.5543 3.7532 -3.6704
41 H -3.1144 5.1787 -2.7933
42 H -1.3694 4.8839 -3.0037
43 C -0.4492 5.0173 -0.0036
44 C -0.1104 6.3186 0.7281
45 H -0.0946 5.0590 -1.0461
46 H 0.0250 4.1370 0.4676
47 H 0.9794 6.4459 0.7340
48 H -0.5448 7.1903 0.2188
49 H -0.4657 6.2959 1.7665
50 C 3.3115 0.9255 -1.2544
51 C 4.5822 1.1528 -2.0868
52 H 3.5799 0.4146 -0.3130
53 H 2.8576 1.8779 -0.9393
54 H 5.3602 0.4369 -1.8007
55 H 4.4137 1.0342 -3.1617
56 H 4.9713 2.1678 -1.9326
57 C 1.4597 0.6625 -3.6478
58 C 0.6134 -0.3012 -4.4879
59 H 2.3733 0.9403 -4.1949
60 H 0.9160 1.5871 -3.4162
61 H 1.2159 -1.1497 -4.8361
62 H -0.2322 -0.7155 -3.9253
63 H 0.2206 0.2376 -5.3607
64 C 2.6691 -1.6713 -2.5282
65 C 3.6985 -2.2850 -1.5948
66 H 3.0390 -1.5913 -3.5597
67 H 1.7655 -2.2933 -2.5769
68 H 3.6740 -3.3741 -1.7263
69 H 4.6982 -1.9086 -1.8398
70 H 3.4906 -2.0844 -0.5389
71 C 1.2727 0.3680 5.2085
72 S 0.7412 0.4891 3.4929
73 C 2.3652 0.6702 2.7551
74 O 0.2890 -0.9634 3.1920
75 H 2.2319 0.8905 5.3127
76 H 1.3604 -0.6826 5.5183
77 H 0.5239 0.9064 5.8056
78 H 2.8239 -0.2993 2.5424
79 H 2.2238 1.2466 1.8330
80 H 2.9679 1.2664 3.4494

***

Computed, not measured: a molecular structure, C27H46BrNOP2SV at a distorted geometry, with the ωB97M-V functional and the def2-TZVPD basis.

Its LUMO energy (spin up / spin down) is -14.7 / -14.7 eV. Its spin multiplicity is 2. As for the net charge: +4. For the molar mass, the calculation gives 625.534 g/mol. As for the expectation value of S²: 0.752. The value obtained for the HOMO energy (spin up / spin down) is -19.7 / -19.7 eV.

Geometry (Å):
1 N -0.8407 3.5892 -6.0342
2 C 0.4342 3.4496 -5.6774
3 C 0.8338 2.5559 -4.6857
4 C -0.1585 1.7831 -4.0243
5 C -1.4954 1.8486 -4.5155
6 C -1.7643 2.7843 -5.5353
7 C 0.2596 0.9606 -2.8792
8 V 0.4430 1.0402 -0.8770
9 P -0.8027 -2.4177 2.2557
10 C -0.5248 -0.0756 -2.2293
11 C 0.0860 -1.3674 -1.8548
12 C -0.7525 -2.4714 -1.7007
13 C -0.2613 -3.7453 -1.4350
14 C 1.1080 -3.9084 -1.1505
15 C 1.9717 -2.7932 -1.2208
16 C 1.4747 -1.5599 -1.6708
17 Br 1.7364 -5.6024 -0.7621
18 H 1.3616 1.0132 -2.6291
19 H -1.5921 -0.0990 -2.4346
20 H 1.9006 2.4681 -4.4699
21 H -2.2994 1.2061 -4.1576
22 H 1.1518 4.0713 -6.2084
23 H -2.7792 2.8740 -5.9434
24 H -1.8180 -2.3065 -1.8409
25 H 2.1823 -0.7760 -1.9547
26 H -0.9296 -4.6058 -1.4073
27 H 3.0016 -2.8971 -0.9062
28 P -1.0454 1.8051 0.7942
29 C -0.3714 -4.2156 2.1428
30 C -1.1444 -5.1339 3.0872
31 H 0.7013 -4.2966 2.3596
32 H -0.5045 -4.5263 1.0968
33 H -0.8603 -6.1762 2.8962
34 H -0.8905 -4.9144 4.1315
35 H -2.2281 -5.0500 2.9588
36 C -2.1662 -2.3343 1.0330
37 C -3.5303 -2.6056 1.6729
38 H -1.9627 -3.0841 0.2617
39 H -2.1158 -1.3328 0.5810
40 H -4.3206 -2.1947 1.0371
41 H -3.7171 -3.6806 1.7781
42 H -3.6118 -2.1472 2.6649
43 C 0.8002 -1.6703 1.8374
44 C 1.5502 -1.3744 3.1454
45 H 0.5816 -0.7467 1.2764
46 H 1.3551 -2.3549 1.1786
47 H 2.0659 -0.4095 3.0939
48 H 0.8505 -1.3386 3.9940
49 H 2.3011 -2.1463 3.3581
50 C -0.3359 2.0912 2.4626
51 C -0.8510 3.3794 3.1000
52 H 0.7602 2.0911 2.3604
53 H -0.5817 1.2056 3.0753
54 H -0.8176 4.2210 2.3981
55 H -1.8812 3.2530 3.4521
56 H -0.2324 3.6523 3.9647
57 C -2.8451 1.5685 1.1199
58 C -3.6605 1.2974 -0.1477
59 H -3.2065 2.4664 1.6453
60 H -2.9140 0.7204 1.8202
61 H -3.9112 2.2303 -0.6774
62 H -3.1201 0.6284 -0.8401
63 H -4.6076 0.8117 0.1349
64 C -0.9551 3.3714 -0.1756
65 C 0.2704 3.6761 -1.0611
66 H -1.0653 4.1818 0.5553
67 H -1.8729 3.4109 -0.7822
68 H 0.8002 2.8280 -1.5687
69 H -0.1040 4.3378 -1.8614
70 H 1.0242 4.2689 -0.5085
71 C 5.1387 0.8707 -0.1941
72 S 3.9146 0.2402 0.9733
73 C 4.5738 0.9487 2.4945
74 O 2.6222 1.0187 0.6887
75 H 6.1245 0.7210 0.2543
76 H 4.9358 1.9237 -0.4109
77 H 5.0483 0.2613 -1.1012
78 H 4.4847 2.0410 2.4465
79 H 3.9779 0.5525 3.3256
80 H 5.6231 0.6400 2.6261